This record from OMol25 describes a structure of composition C4H4N4 in a non-equilibrium geometry. The level of theory is wB97M-V/def2-TZVPD.

```
12
C4H4N4 (wB97M-V/def2-TZVPD)
C 2.04 0.01 0.00
C 1.21 1.13 -0.06
C -1.95 -0.18 0.01
C 0.16 -0.72 0.05
H 3.13 -0.05 -0.11
H 1.40 2.13 0.09
H -1.73 1.62 0.86
H -3.05 -0.34 -0.03
N -0.02 0.65 0.01
N -1.35 1.04 -0.13
N -1.21 -1.20 -0.04
N 1.36 -1.17 0.05
```

Computed properties:
HOMO-LUMO gap   0.327 hartree
E_HOMO   -8.614 eV
Energy above the lowest of the compared OMol25 structures with the same formula, charge and spin   2.369 eV
Max |F|   5.5 eV/A
Total charge   0